<a>
Below is a 2-piece molecular cluster, C3H8OS overall, with properties calculated with the ωB97M-V functional and the def2-TZVPD basis.

Structure (XYZ):
```
13
Properties=species:S:1:pos:R:3:lowdin_charge:R:1
C -1.98043 0.19453 0.28513 -0.51
S -1.62088 -1.04601 1.56838 0.61
H -1.61468 -0.18257 -0.73517 0.04
H -1.16147 0.96452 0.38245 0.01
H -3.04735 0.54903 0.21252 0.05
H -2.46683 -0.57106 2.47392 -0.18
C 1.39784 0.23926 -1.63024 -0.01
C 1.97063 -0.06422 -0.39510 -0.34
O 1.39008 -0.01556 0.75282 -0.05
H 1.52132 -0.33094 -2.57678 0.05
H 0.62427 1.01317 -1.57557 0.03
H 2.96283 -0.43091 -0.35489 0.09
H 2.02466 -0.31925 1.59253 0.22
```

E_HOMO   -0.3046 hartree
2S+1   1
Structure (SMILES)   C=CO.CS
LUMO energy   0.400 eV
Kohn-Sham gap   8.69 eV

<b>
Below is a 2-piece molecular cluster, C3H8OS overall, with properties calculated with the ωB97M-V functional and the def2-TZVPD basis.

Structure (XYZ):
```
13
Properties=species:S:1:pos:R:3:lowdin_charge:R:1
C -0.76311 0.11633 -0.65416 -0.49
C -1.53779 1.35007 -0.90488 -0.14
C 0.92620 1.60763 0.93214 -0.40
O 2.00262 0.46451 -1.82178 -0.14
S 0.42946 0.08149 0.53826 0.95
H -1.01735 -0.90547 -0.74356 0.03
H -1.97000 1.62716 -0.02721 0.05
H -0.87674 2.10138 -1.10512 0.04
H -2.13522 1.09022 -1.81625 0.11
H 2.13390 0.87943 -0.91016 0.01
H 1.69958 1.69401 1.72285 0.02
H 0.13418 2.36182 0.92258 0.00
H 1.09510 0.13311 -1.82522 -0.03
```

E_HOMO (spin up / spin down)   -0.2987 / -0.2987 hartree
2S+1   1
LUMO energy (spin up / spin down)   -0.282 / -0.281 eV
Kohn-Sham gap (spin up / spin down)   7.85 / 7.85 eV

Stability summary - winner: <a>; margin: 52.2 kJ/mol.